A single C2H3NO2S molecule. Source: OMol25; level of theory: ωB97M-V with the def2-TZVPD basis set.

Geometry as ORCA input:
```
! RIJCOSX wB97M-V def2-TZVPD def2/J DEFGRID3
* xyz 0 1
C 1.20488 1.43371 -0.22436
C 0.60557 -0.24007 -0.06550
N 1.76381 2.41567 -0.36194
O -1.65855 -0.07883 1.32225
O -1.77259 0.12920 -1.15851
S -1.14723 -0.36605 0.03174
H 0.95482 -0.31903 1.03361
H 1.07401 -1.09850 -0.63616
H -1.02473 -1.87609 0.05886
*
```

* SMILES: N#CC[SH](=O)=O
* frontier orbital gap: 11.8 eV
* E_tot: -681.307367 Eh
* relative energy (zero: lowest compared OMol25 entry of this formula, charge and spin): 398.95 kJ/mol

Results of the natural (NBO) charge analysis, in e, for atoms 1 through 4: 0.265 -0.730 -0.318 -0.904